C2H7NO2S2 | wB97M-V/def2-TZVPD

Geometry (Å):
C  0.8577  -0.1662  -1.0928
C  0.1484  0.0656  0.1976
N  -1.0024  0.9288  0.2151
O  2.7214  -0.0706  1.1386
O  0.8258  0.1725  2.7365
S  1.3430  1.5103  -1.8502
S  1.4902  0.7047  1.3799
H  0.1572  -0.6064  -1.8646
H  1.8315  -0.7440  -1.1060
H  -0.1905  -1.3475  0.7059
H  -1.5959  0.7989  -0.5392
H  -1.6831  0.6564  0.9743
H  0.8843  -0.6874  3.1538
H  0.1034  2.0351  -2.2661

Output
HOMO level = -8.944 eV
charge = 0
total energy = -1081.9040 a.u.
Kohn-Sham gap = 9.360 eV